--- w ---
Entry from the Open Molecules 2025 dataset: a molecular structure, C13H26NY (ωB97M-V with the def2-TZVPD basis set).

HOMO energy (spin up / spin down) = -0.5768 / -0.5719 Eh
E_LUMO (spin up / spin down) = -9.82 / -9.77 eV
Kohn-Sham gap (spin up / spin down) = 5.88 / 5.79 eV

The geometry in ORCA input format:
```
! wB97M-V def2-TZVPD RIJCOSX def2/J DEFGRID3
* xyz 2 1
H 1.91 -1.94 -3.33
H 1.52 1.62 -1.96
H -1.96 -3.36 0.60
N -0.46 0.62 2.28
H -3.09 0.30 -1.79
H -3.35 -0.41 -0.19
H -1.75 0.66 -3.34
H -0.40 1.40 2.94
C 1.96 -1.15 -2.57
C 0.54 -1.92 -0.54
H -3.49 -1.42 -1.64
C 0.05 3.02 -1.27
H 1.24 4.80 -1.76
C -1.46 -0.88 -1.09
H 2.10 -0.20 -3.09
Y 1.10 0.25 0.45
C -2.92 -0.59 -1.18
H 2.08 2.56 -0.59
H 2.86 -1.34 -1.97
H -0.02 0.94 -3.54
H -0.78 2.46 -1.70
C 1.19 2.04 -1.01
C -1.53 -2.41 0.97
C 0.74 -1.16 -1.74
H 2.55 -2.47 -0.06
H -2.38 -1.82 1.37
H 0.61 3.95 -3.21
H -0.48 4.91 -2.20
H -0.03 -0.21 2.75
H -0.30 3.42 -0.30
H -0.87 -2.66 1.81
H -0.76 -0.51 -4.22
C 1.53 -2.87 0.02
H 1.50 -3.81 -0.56
C -0.51 -0.56 -2.09
H 1.55 -1.04 1.79
H -1.45 0.40 2.20
C -0.77 0.16 -3.35
C -0.82 -1.69 -0.11
H 1.34 -3.13 1.06
C 0.39 4.23 -2.17
*
```

Löwdin population analysis, charges in e, atoms 1 to 4: number 1, H, carries 0.12; number 2, H, carries 0.06; number 3, H, carries 0.13; number 4, N, carries -0.02



--- x ---
Entry from the Open Molecules 2025 dataset: a molecular structure, C13H26NY (ωB97M-V with the def2-TZVPD basis set).

HOMO energy (spin up / spin down) = -0.5728 / -0.5714 Eh
E_LUMO (spin up / spin down) = -8.96 / -9.99 eV
Kohn-Sham gap (spin up / spin down) = 6.63 / 5.56 eV

The geometry in ORCA input format:
```
! wB97M-V def2-TZVPD RIJCOSX def2/J DEFGRID3
* xyz 2 1
H -3.24 0.04 1.26
H -2.71 -1.99 -1.58
H -1.43 -2.76 -0.64
H -3.87 1.12 0.01
H 1.62 -1.00 -2.55
H -1.67 3.42 0.26
N 0.37 2.15 2.44
C 0.65 -1.40 -2.21
H 1.59 2.60 -1.64
H 0.09 -1.69 -3.12
H -0.09 3.65 -0.53
H -1.56 3.50 -1.50
H 0.85 -2.32 -1.64
H 0.25 -2.60 0.82
C -1.05 3.12 -0.60
Y -0.02 -0.06 1.30
C -2.99 0.91 0.63
C 3.03 -2.93 1.08
H -2.86 1.79 1.28
C 0.20 1.01 -1.37
H 2.70 -0.90 1.64
C -0.84 1.65 -0.66
H 4.12 -2.83 0.92
C 0.94 -2.05 1.49
H 2.25 -1.21 0.02
H -0.65 2.31 2.48
H 2.86 -3.43 2.03
C -1.34 -0.61 -0.73
C -0.09 -0.39 -1.42
C -1.79 0.66 -0.25
H -2.77 -1.92 0.19
H 0.80 2.09 -3.14
C 1.21 1.72 -2.18
C 2.26 -1.62 1.01
H -1.41 0.94 1.99
H 0.64 -1.84 2.53
H 2.06 1.08 -2.42
H 0.68 2.46 3.36
H 2.60 -3.62 0.34
C -2.10 -1.89 -0.67
H 0.73 2.85 1.77
*
```

Löwdin population analysis, charges in e, atoms 1 to 4: number 1, H, carries 0.09; number 2, H, carries 0.12; number 3, H, carries 0.08; number 4, H, carries 0.11



The most stable arrangement is w, and the next structure is 0.0377 hartree less stable.